C2H5Br2OP | the ωB97M-V functional and the def2-TZVPD basis

Calculated values
E_LUMO (alpha / beta) in Ha: 0.000 / -0.058
Multiplicity: 1
Strongest force on any atom in eV/Å: 3.8
HOMO energy (alpha / beta) in eV: -8.441 / -7.252

XYZ file:
```
11
C2H5Br2OP | the Open Molecules 2025 dataset | the ωB97M-V functional and the def2-TZVPD basis
C -1.7414 0.6403 1.1652
C 0.2968 0.6515 -0.0910
O -0.9013 1.2088 0.2243
P 1.7290 -1.4483 -2.4564
Br 1.6031 -3.1370 -0.9906
Br 3.2350 -0.0999 -1.4458
H -1.4334 1.0238 2.1062
H -1.6687 -0.5123 1.2861
H -2.7274 0.7569 0.8380
H 0.9468 1.1625 -0.8925
H 0.6614 -0.2463 0.2565
```


C2H5Br3Si | the ωB97M-V functional and the def2-TZVPD basis

Calculated values
E_LUMO (alpha / beta) in Ha: -0.019 / -0.037
Multiplicity: 1
Strongest force on any atom in eV/Å: 3.3
HOMO energy (alpha / beta) in eV: -8.621 / -8.702

XYZ file:
```
11
C2H5Br3Si | the Open Molecules 2025 dataset | the ωB97M-V functional and the def2-TZVPD basis
C -0.7969 0.6175 0.1107
C 0.5566 -1.1836 1.3110
Si 0.0353 0.9669 -1.5278
Br -0.8970 -1.7139 2.5163
Br 0.7839 -2.4100 -0.1277
Br 2.1484 -0.7067 1.9971
H -0.6958 1.3126 1.0272
H -1.6073 -0.1456 0.1077
H -0.9867 1.1345 -2.7310
H 0.9801 -0.2022 -1.5830
H 0.4794 2.3305 -1.1005
```


C2H5BrClN | the ωB97M-V functional and the def2-TZVPD basis

Calculated values
SMILES: CN[C@H](Cl)Br
E_LUMO in Ha: 0.003
Multiplicity: 1
Strongest force on any atom in eV/Å: 2.4
HOMO energy in eV: -9.873

XYZ file:
```
10
C2H5BrClN | the Open Molecules 2025 dataset | the ωB97M-V functional and the def2-TZVPD basis
C 0.5232 -0.2348 0.1882
C -1.6002 0.7603 -0.6004
N -0.9076 0.0350 0.3210
Cl -3.2335 1.1314 -0.1503
Br -1.6170 -0.2410 -2.6279
H 1.1756 0.5862 0.2061
H 0.8508 -0.8367 1.0134
H 0.8723 -0.8589 -0.6490
H -1.1166 1.7244 -0.7994
H -1.2090 -0.8932 0.3630
```


C2H5BrClOP | the ωB97M-V functional and the def2-TZVPD basis

Calculated values
E_LUMO (alpha / beta) in Ha: -0.021 / -0.049
Multiplicity: 1
Strongest force on any atom in eV/Å: 1.9
HOMO energy (alpha / beta) in eV: -8.622 / -8.772

XYZ file:
```
11
C2H5BrClOP | the Open Molecules 2025 dataset | the ωB97M-V functional and the def2-TZVPD basis
C 1.9536 -0.0671 0.2891
C -1.8960 0.3909 -1.3754
O -0.1569 0.7307 1.9018
P 0.2401 -0.2849 0.9305
Cl -0.0353 -2.1730 1.6758
Br -3.2160 0.5766 -0.1164
H 1.8849 0.9943 0.1552
H 2.7231 -0.1704 1.0384
H 2.1344 -0.5891 -0.6490
H -1.6933 -0.5588 -1.7344
H -1.9386 1.1509 -2.1156
```


C2H5BrN2O3 | the ωB97M-V functional and the def2-TZVPD basis

Calculated values
E_LUMO in Ha: -0.042
Multiplicity: 1
Strongest force on any atom in eV/Å: 4.5
HOMO energy in eV: -9.192

XYZ file:
```
13
C2H5BrN2O3 | the Open Molecules 2025 dataset | the ωB97M-V functional and the def2-TZVPD basis
C -0.9696 -1.0632 -0.2511
C 0.9706 0.2670 0.4907
N -0.0104 0.0554 -0.3549
N -0.1989 0.9315 -1.4724
O -1.1499 0.7312 -2.1674
O 0.6595 1.7414 -1.6544
O 1.3501 -0.8016 1.2239
Br -0.1601 1.7030 2.3470
H -1.0688 -1.4277 0.7030
H -2.0546 -0.8081 -0.3708
H -0.7622 -1.9288 -0.7339
H 1.6165 0.9892 0.2862
H 1.7779 -0.3893 1.9542
```


C2H5BrN3 | the ωB97M-V functional and the def2-TZVPD basis

Calculated values
SMILES: NCN=[N+]=CBr
E_LUMO in Ha: -0.225
Charge: +1
Multiplicity: 1
Strongest force on any atom in eV/Å: 2.8
HOMO energy in eV: -14.227

XYZ file:
```
11
C2H5BrN3 | the Open Molecules 2025 dataset | the ωB97M-V functional and the def2-TZVPD basis
C 0.2131 -1.3521 -0.0990
C -1.0191 1.8501 -0.4857
N -0.8052 -0.4998 -0.5590
N -0.8604 0.6349 -0.3269
N 1.3860 -0.7939 0.5910
Br -1.3793 3.2556 0.6955
H -0.3727 -1.9569 0.5295
H 0.3450 -1.9967 -0.9731
H -0.7509 2.1691 -1.4526
H 1.1417 0.0675 0.9619
H 2.1019 -1.3779 1.1186
```


strongest force on any atom of number 4 (C2H5BrClOP)?
1.9 eV/Å


What did the first record say?
C2H5Br2OP | the ωB97M-V functional and the def2-TZVPD basis

Calculated values
E_LUMO (alpha / beta) in Ha: 0.000 / -0.058
Multiplicity: 1
Strongest force on any atom in eV/Å: 3.8
HOMO energy (alpha / beta) in eV: -8.441 / -7.252

XYZ file:
```
11
C2H5Br2OP | the Open Molecules 2025 dataset | the ωB97M-V functional and the def2-TZVPD basis
C -1.7414 0.6403 1.1652
C 0.2968 0.6515 -0.0910
O -0.9013 1.2088 0.2243
P 1.7290 -1.4483 -2.4564
Br 1.6031 -3.1370 -0.9906
Br 3.2350 -0.0999 -1.4458
H -1.4334 1.0238 2.1062
H -1.6687 -0.5123 1.2861
H -2.7274 0.7569 0.8380
H 0.9468 1.1625 -0.8925
H 0.6614 -0.2463 0.2565
```